(P)
Molecular formula: C39H31ClLuN3O5P
Method: DFT, ωB97M-V/def2-TZVPD

Results
LUMO level: -2.5473 eV
Charge: +1

The geometry in XYZ format:
```
81
C39H31ClLuN3O5P (ωB97M-V/def2-TZVPD)
Lu -0.06425 -0.36385 -0.41438
O -0.00427 2.09140 3.12475
C 0.20044 1.45321 2.11924
N -0.70420 1.03094 1.17269
C -2.03264 1.31846 1.38002
O -2.52246 2.09693 2.16418
C -2.97255 0.52528 0.47761
C -4.33607 0.67514 0.68974
C -5.22651 -0.02572 -0.10374
C -4.71872 -0.84197 -1.10389
C -3.34924 -0.93847 -1.25151
N -2.47964 -0.28531 -0.47322
C 1.62486 0.96957 1.86203
C 2.60988 1.37125 2.75224
C 3.89153 0.86932 2.61673
C 4.14475 -0.03691 1.59654
C 3.11607 -0.37155 0.73938
N 1.87980 0.12916 0.84643
H -4.65667 1.33765 1.48060
H -6.29331 0.06604 0.05006
H -5.37166 -1.39106 -1.76697
H -2.92698 -1.57400 -2.02059
H 2.33200 2.05380 3.54200
H 4.67496 1.16827 3.29943
H 5.12187 -0.48043 1.47175
H 3.28452 -1.06946 -0.07265
Cl 1.95791 0.11655 -2.26229
C 1.66038 1.31476 -3.49657
C 2.60219 1.49601 -4.49445
C 2.36042 2.44079 -5.47706
C 1.19341 3.19171 -5.45583
C 0.26682 3.00062 -4.44637
C 0.48706 2.05490 -3.44738
P -0.73092 1.79508 -2.09155
C -2.23474 1.49353 -3.08271
C -2.14892 0.62866 -4.17506
C -3.28477 0.30181 -4.89770
C -4.51305 0.84382 -4.54508
C -4.60726 1.68870 -3.44956
C -3.47764 1.99807 -2.70700
C -0.87848 3.50517 -1.47108
C -1.68895 4.48672 -2.03741
C -1.68381 5.77108 -1.51606
C -0.87227 6.08680 -0.43642
C -0.05249 5.11848 0.12248
C -0.05989 3.83234 -0.39000
H 3.50936 0.90743 -4.50372
H 3.08868 2.58900 -6.26231
H 1.00390 3.92713 -6.22575
H -0.64263 3.58567 -4.42335
H -1.18812 0.21610 -4.45992
H -3.20887 -0.36813 -5.74414
H -5.39552 0.60715 -5.12471
H -5.56501 2.10675 -3.16738
H -3.56214 2.63071 -1.83183
H -2.32489 4.25750 -2.88137
H -2.32259 6.52570 -1.95560
H -0.88337 7.08838 -0.02825
H 0.58205 5.35897 0.96468
H 0.56926 3.06898 0.05196
C -3.44214 -6.48472 -3.60721
O -2.43930 -5.47624 -3.59877
C -2.18446 -4.83424 -2.45286
C -2.76820 -5.17611 -1.21689
C -2.43711 -4.45641 -0.10309
C -1.53621 -3.37277 -0.13589
C -1.16224 -2.69945 1.07598
C -1.78273 -3.08271 2.39164
O -0.28831 -1.79834 1.10002
C -0.95402 -3.01275 -1.40351
O -0.16772 -1.97911 -1.55584
C -1.28300 -3.78544 -2.52115
H -3.57383 -6.76194 -4.64858
H -4.38593 -6.10496 -3.21105
H -3.13164 -7.36279 -3.03795
H -3.44812 -6.01064 -1.13254
H -2.87645 -4.74243 0.84255
H -2.87055 -3.05216 2.33776
H -1.43914 -2.38738 3.15336
H -1.48226 -4.09280 2.67311
H -0.82664 -3.53515 -3.47002
```


(Q)
Molecular formula: C39H31ClLuN3O5P
Method: DFT, ωB97M-V/def2-TZVPD

Results
LUMO level: -2.5047 eV
Charge: +1

The geometry in XYZ format:
```
81
C39H31ClLuN3O5P (ωB97M-V/def2-TZVPD)
Lu -0.11570 -0.33835 -0.41210
O -0.06111 2.24613 3.12171
C 0.12277 1.52077 2.17129
N -0.78561 1.08635 1.24071
C -2.11203 1.40990 1.41638
O -2.59895 2.21734 2.17245
C -3.04704 0.62175 0.50980
C -4.41718 0.76687 0.65940
C -5.25418 0.04420 -0.17283
C -4.70107 -0.77413 -1.14561
C -3.32276 -0.85514 -1.23960
N -2.51191 -0.18440 -0.41338
C 1.54261 0.99057 1.95804
C 2.52570 1.36366 2.86224
C 3.80082 0.84909 2.71158
C 4.05714 -0.03022 1.66915
C 3.02580 -0.34570 0.80514
N 1.79495 0.16123 0.93664
H -4.78241 1.43832 1.42291
H -6.32852 0.12522 -0.07133
H -5.31695 -1.34271 -1.82744
H -2.84707 -1.46530 -1.99693
H 2.25580 2.03654 3.66285
H 4.58687 1.12086 3.40317
H 5.03353 -0.46780 1.52098
H 3.18694 -1.03361 -0.01656
Cl 2.01181 0.11328 -2.33234
C 1.65716 1.31802 -3.59253
C 2.61523 1.40677 -4.59144
C 2.42120 2.32407 -5.61010
C 1.28652 3.12621 -5.61856
C 0.35174 3.00945 -4.60962
C 0.51345 2.09916 -3.56036
P -0.71581 1.96379 -2.22306
C -2.27886 1.69960 -3.10769
C -2.29589 0.88104 -4.23527
C -3.49800 0.54541 -4.83804
C -4.69448 1.01885 -4.31849
C -4.68492 1.82305 -3.18779
C -3.48468 2.15939 -2.57950
C -0.79276 3.63774 -1.52975
C -1.57630 4.65088 -2.08643
C -1.55725 5.92393 -1.54422
C -0.75180 6.20252 -0.44715
C 0.04093 5.20755 0.10185
C 0.02104 3.93205 -0.44023
H 3.48680 0.76939 -4.56579
H 3.15611 2.40909 -6.39875
H 1.13527 3.84214 -6.41459
H -0.53012 3.63738 -4.62880
H -1.37028 0.50456 -4.65661
H -3.49723 -0.08174 -5.71983
H -5.63145 0.76374 -4.79563
H -5.61379 2.19501 -2.77534
H -3.49737 2.78100 -1.69254
H -2.21965 4.44611 -2.93222
H -2.17434 6.70108 -1.97497
H -0.74698 7.19568 -0.01870
H 0.66363 5.41456 0.96137
H 0.64638 3.16356 -0.00319
C -3.20408 -6.82656 -3.58564
O -2.38401 -5.66282 -3.61345
C -2.14920 -5.01298 -2.46304
C -2.69080 -5.40237 -1.22498
C -2.37641 -4.66361 -0.11384
C -1.54206 -3.52883 -0.15871
C -1.20377 -2.85503 1.06628
C -1.78384 -3.30481 2.37948
O -0.41021 -1.88522 1.11448
C -1.01690 -3.13682 -1.43313
O -0.27941 -2.06355 -1.56967
C -1.32984 -3.89664 -2.55970
H -3.23879 -7.18321 -4.61032
H -4.21421 -6.58483 -3.24918
H -2.76820 -7.59510 -2.94506
H -3.33358 -6.26422 -1.13831
H -2.78835 -4.97975 0.83435
H -2.87344 -3.30504 2.34296
H -1.44458 -2.62784 3.15827
H -1.46511 -4.31991 2.61879
H -0.93238 -3.61053 -3.52322
```


Which one sits at the bottom of the stability order? (P) does.


(P)
Molecular formula: C3H7OS2
Method: DFT, ωB97M-V/def2-TZVPD

Results
LUMO level: 3.7470 eV
SMILES string: OCCCS[S-]
Charge: -1

The geometry in XYZ format:
```
13
C3H7OS2 (ωB97M-V/def2-TZVPD)
C -1.83267 0.94480 -0.71592
C -0.77705 1.05049 -1.98447
O 0.56129 0.90063 -1.73678
C -1.43032 -0.04808 0.39243
S 0.22017 0.07419 1.15409
S 1.47143 -1.52022 0.92471
H -2.10136 1.95205 -0.41512
H -2.64800 0.47113 -1.27090
H -1.03224 2.05830 -2.31227
H -1.20601 0.28993 -2.64765
H -2.19585 0.23947 1.12689
H -1.71741 -1.09587 0.26489
H 0.80632 0.14647 -1.18067
```


(Q)
Molecular formula: C3H7OS2
Method: DFT, ωB97M-V/def2-TZVPD

Results
LUMO level: 2.9119 eV
SMILES string: [O-]CCCSS
Charge: -1

The geometry in XYZ format:
```
13
C3H7OS2 (ωB97M-V/def2-TZVPD)
C -0.53100 -0.65969 0.53396
C -0.09577 -2.01002 -0.13933
O 0.36335 -1.86547 -1.38095
C 0.35684 0.47223 -0.00649
S -0.27198 2.03182 0.54597
S 0.84749 3.34557 -0.69550
H -1.56918 -0.42759 0.32213
H -0.43935 -0.69449 1.62875
H -0.99026 -2.67815 -0.06601
H 0.63448 -2.47685 0.58376
H 1.37706 0.27273 0.31850
H 0.34617 0.35859 -1.10110
H -0.02785 4.33132 -0.54368
```


Which one sits at the bottom of the stability order? (Q) does.


(P)
Molecular formula: C22H36N2O4
Method: DFT, ωB97M-V/def2-TZVPD

Results
LUMO level: 0.8158 eV
SMILES string: COC(=O)[C@H](CC(C)C)NCc1cccc(CN[C@@H](CC(C)C)C(=O)OC)c1

The geometry in XYZ format:
```
64
C22H36N2O4 (ωB97M-V/def2-TZVPD)
C -1.95298 -0.74555 2.17840
H -1.89451 -1.06006 3.22135
H -2.99298 -0.67915 1.86402
H -1.41378 -1.45691 1.55070
O -1.39418 0.56019 2.06343
C -0.19761 0.68505 1.49372
O 0.46455 -0.23847 1.08655
C 0.28336 2.13674 1.48426
N -0.74237 3.13078 1.26522
H -1.51037 2.97593 1.91141
C -1.24878 3.22541 -0.09844
C -2.09468 2.04562 -0.50466
C -1.52638 0.95367 -1.14487
C -2.26716 -0.19419 -1.39509
C -3.60745 -0.22222 -1.03396
C -4.19198 0.87422 -0.42420
C -3.43620 1.99773 -0.14529
H -3.88653 2.84378 0.35502
H -5.23672 0.84439 -0.14948
H -4.19388 -1.11016 -1.22325
C -1.61540 -1.40321 -2.00615
N -0.22731 -1.51411 -1.58579
H -0.12059 -1.19486 -0.62561
C 0.32791 -2.84103 -1.67585
C -0.36607 -3.81442 -0.72292
O -0.97598 -3.49277 0.26599
O -0.19615 -5.08642 -1.10281
C -0.74802 -6.07851 -0.24716
H -1.82857 -5.94615 -0.16140
H -0.51528 -7.03761 -0.70221
H -0.30573 -6.00735 0.74855
H 0.21293 -3.22215 -2.69579
C 1.81319 -2.84104 -1.27122
H 2.14643 -3.88120 -1.23307
H 1.88129 -2.41929 -0.26587
C 2.75950 -2.05920 -2.19395
C 2.52666 -0.55377 -2.11456
H 3.29967 -0.02404 -2.66813
H 1.55606 -0.30689 -2.53207
H 2.54719 -0.22211 -1.07975
C 2.67814 -2.53869 -3.64100
H 2.77309 -3.62118 -3.69665
H 1.73194 -2.24585 -4.08807
H 3.47908 -2.09415 -4.22772
H 3.77273 -2.26623 -1.82613
H -1.62766 -1.31800 -3.10347
H -2.21084 -2.29255 -1.74141
H -0.48865 0.98246 -1.44175
H -1.83976 4.14530 -0.15075
H -0.38866 3.32741 -0.76599
H 1.02480 2.21856 0.68371
C 0.97965 2.34210 2.84437
H 0.21680 2.31623 3.62590
H 1.64739 1.49025 2.99739
C 1.79925 3.63352 2.99187
C 2.80522 3.81015 1.85733
H 3.50282 4.60893 2.09893
H 2.29747 4.07576 0.93418
H 3.37343 2.89641 1.69795
C 0.90937 4.86709 3.11114
H 1.52011 5.75665 3.24913
H 0.30997 4.98135 2.21364
H 0.24107 4.77558 3.96416
H 2.36215 3.52826 3.92815
```


(Q)
Molecular formula: C22H36N2O4
Method: DFT, ωB97M-V/def2-TZVPD

Results
LUMO level: 0.4975 eV

The geometry in XYZ format:
```
64
C22H36N2O4 (ωB97M-V/def2-TZVPD)
C -1.24554 -3.17138 -1.27962
C -2.04811 -4.08192 -0.53365
C -2.40217 -3.39482 0.81052
C -3.46007 -2.31418 0.72861
C -2.95181 -1.17829 1.20730
O -3.68052 -0.37148 2.14656
N -1.78823 -0.84356 1.16633
H -1.34156 -1.18940 0.08256
C -1.19701 0.61489 1.13696
N -1.75798 1.54563 0.36631
C -2.32391 1.55373 -0.84976
O -2.15603 0.42138 -1.58623
C -3.07645 2.29855 -1.55935
C -4.56997 2.29678 -1.17401
C -5.01214 2.28639 0.12903
C -6.57730 2.09017 0.54521
H -6.74664 2.01919 1.52145
H -6.85108 1.09640 0.12247
H -6.94579 2.99862 -0.19026
H -4.74371 3.32825 0.76928
H -4.54049 1.53107 0.75320
H -5.28686 3.03044 -1.63337
H -4.83612 1.32864 -1.53709
H -2.97439 2.56340 -2.34735
H -2.81854 3.60928 -1.24958
H -2.00253 2.46344 0.82225
C 0.35962 0.37727 1.01462
C 1.26262 1.00034 2.01408
C 2.51786 0.75435 1.94392
C 3.14315 0.42742 0.65887
C 2.22371 0.29785 -0.52204
C 0.82019 0.21182 -0.37016
H 0.18790 0.07855 -1.02248
O 2.76838 -0.24774 -1.68736
C 1.91470 -0.47304 -2.75154
H 2.65383 -0.40411 -3.55709
H 1.35450 -1.28218 -2.73773
H 1.29839 0.46085 -2.73316
O 4.40500 0.43234 0.28704
C 5.27001 0.77688 1.36372
C 6.85764 0.40248 0.80875
C 6.82244 -0.88024 0.39378
H 6.76691 -1.70140 1.00692
H 6.15544 -1.32193 -0.56393
H 7.83948 -1.01506 -0.36456
C 7.12450 1.41010 -0.50511
H 6.95881 2.38747 -0.08910
H 8.08342 1.20687 -0.90228
H 6.23894 1.39676 -1.35770
H 7.37985 0.75361 1.48583
H 5.28921 -0.00413 2.05831
H 5.29328 1.71651 1.59863
H 3.44848 1.07078 2.55451
H 0.91821 1.00595 3.12542
H -1.26087 0.80132 2.38241
H -4.42151 -2.40322 1.45677
H -3.75814 -2.11323 -0.35981
H -3.11579 -4.26287 1.48527
H -1.61493 -3.10630 1.37912
H -1.54714 -5.03968 -0.08042
H -3.05621 -4.35023 -1.17163
H -0.30885 -2.99692 -0.74921
H -1.01394 -3.64795 -2.37586
H -1.92416 -2.25048 -1.48456
```


Which one sits at the bottom of the stability order? (Q) does.